Formula: C13H28N4O7Ru
Source: OMol25
Level of theory: ωB97M-V/def2-TZVPD

E in hartree: -1352.08961
Frontier orbital gap (alpha / beta) in eV: 4.22 / 6.65
HOMO level (alpha / beta) in eV: -8.06 / -11.21
Relative energy (zero: lowest compared OMol25 entry of this formula, charge and spin) in kJ/mol: 38.7
<S²>: 8.803

```
! wB97M-V def2-TZVPD RIJCOSX def2/J DEFGRID3
* xyz 1 6
O -1.224 -0.583 -3.991
H -0.838 -0.713 -4.884
Ru 0.226 0.377 -0.312
N 1.578 -0.826 -1.163
N -0.724 -1.358 -0.221
N 1.029 2.023 0.143
N -1.367 1.325 0.416
O 2.737 -0.372 -1.510
O 2.368 2.210 -0.099
O -2.531 0.717 0.710
O -1.718 -1.610 0.600
C -0.139 -2.413 -0.878
C 1.125 -2.101 -1.453
C 0.166 3.056 0.381
C -1.207 2.635 0.627
C 1.927 -3.026 -2.289
H 1.558 -3.059 -3.311
H 1.838 -4.029 -1.885
H 2.971 -2.731 -2.292
C -0.855 -3.709 -0.869
H -1.712 -3.668 -1.550
H -1.237 -3.943 0.124
H -0.194 -4.512 -1.195
C 0.646 4.444 0.395
C -2.320 3.439 1.200
H 1.290 4.603 -0.472
H 1.230 4.557 1.316
H -0.151 5.203 0.376
H -3.163 2.813 1.574
H -2.745 4.150 0.456
H -1.931 4.028 2.036
H 2.660 1.382 -0.522
H -2.269 -0.321 0.687
C -2.985 -0.970 -3.911
H -3.046 -1.953 -4.324
H -3.402 -0.163 -4.548
H -3.137 -0.956 -2.834
O -0.168 0.931 -2.143
H -0.604 0.076 -3.424
H -0.020 1.848 -2.428
C 1.370 0.063 4.100
C 1.680 -1.387 3.692
C 1.367 -1.515 2.210
O 0.767 -0.235 1.792
C 0.673 0.712 2.919
H 0.736 0.115 4.989
H 2.295 0.608 4.317
H 1.061 -2.088 4.262
H 2.728 -1.645 3.876
H 2.263 -1.666 1.601
H 0.631 -2.302 2.011
H -0.394 0.897 3.099
H 1.160 1.642 2.601
*
```

Atomic partial charges in e from the natural (NBO) method, atoms 1 to 8: atom 1 (O): -0.800, atom 2 (H): 0.523, atom 3 (Ru): 1.212, atom 4 (N): -0.111, atom 5 (N): -0.082, atom 6 (N): -0.208, atom 7 (N): -0.162, atom 8 (O): -0.373